Computed, not measured: C29H29F2N2O5PSeSr as an isolated structure, with ωB97M-V/def2-TZVPD.

Its LUMO energy is 4.2 eV. As for the total charge: -2.

Last column: Löwdin charge in e.
Cartesian coordinates (Å):
Sr: 0.334 -0.265 -2.408  1.32
C: 0.142 -3.915 1.959  -0.11
C: -0.309 -2.610 2.059  -0.10
C: -1.179 -2.089 1.105  -0.08
C: -1.599 -2.869 0.034  -0.39
C: -1.110 -4.175 -0.075  -0.12
C: -0.261 -4.700 0.883  -0.10
P: -2.695 -2.268 -1.316  1.07
C: -4.190 -3.303 -0.969  -0.38
C: -4.495 -3.879 0.264  -0.09
C: -5.668 -4.602 0.446  -0.10
C: -6.564 -4.758 -0.603  -0.12
C: -6.276 -4.190 -1.836  -0.11
C: -5.098 -3.477 -2.015  -0.11
C: -3.191 -0.621 -0.739  -0.49
C: -4.392 -0.307 -0.104  -0.12
C: -4.628 1.004 0.290  -0.14
C: -3.646 1.960 0.062  -0.14
C: -2.448 1.609 -0.556  -0.18
C: -2.162 0.308 -1.013  -0.22
H: 0.829 -4.311 2.697  0.09
H: 0.036 -1.966 2.859  0.10
H: -1.501 -1.058 1.178  0.10
H: -1.398 -4.779 -0.930  0.10
H: 0.109 -5.714 0.780  0.09
H: -3.807 -3.761 1.092  0.10
H: -5.881 -5.040 1.415  0.09
H: -7.478 -5.322 -0.459  0.09
H: -6.964 -4.307 -2.665  0.09
H: -4.871 -3.046 -2.985  0.10
H: -5.140 -1.073 0.079  0.08
H: -5.563 1.272 0.770  0.08
H: -3.816 2.991 0.365  0.08
H: -1.716 2.405 -0.696  0.07
C: 2.747 5.521 3.305  -0.08
C: 3.846 4.504 3.030  -0.22
N: 3.508 3.641 1.909  -0.06
C: 2.869 2.361 2.223  -0.20
C: 3.853 1.293 2.667  -0.07
C: 3.946 4.005 0.677  -0.42
O: 4.634 5.010 0.504  0.03
C: 3.631 3.116 -0.490  -0.13
C: 4.680 2.568 -1.221  -0.01
C: 4.384 1.823 -2.346  -0.04
C: 3.055 1.679 -2.718  -0.14
N: 2.036 2.195 -2.030  0.06
C: 2.335 2.882 -0.928  -0.10
H: 2.984 6.134 4.179  0.07
H: 1.792 5.023 3.488  0.07
H: 2.627 6.181 2.445  0.07
H: 4.014 3.870 3.903  0.11
H: 4.779 5.015 2.799  0.11
H: 2.324 1.994 1.363  0.08
H: 2.121 2.551 2.997  0.12
H: 4.532 1.052 1.848  0.07
H: 3.307 0.379 2.905  0.07
H: 4.437 1.600 3.541  0.06
H: 5.703 2.734 -0.907  0.12
H: 5.152 1.355 -2.944  0.11
H: 2.781 1.138 -3.622  0.09
H: 1.492 3.287 -0.373  0.13
F: 1.285 -0.007 1.091  -0.20
C: 1.881 -0.643 -0.073  -0.30
F: 3.218 -0.091 -0.048  -0.19
H: 2.067 -1.663 0.311  0.02
O: 1.332 -1.728 -4.085  -0.70
Se: 0.921 -0.750 -5.382  0.66
O: 2.123 -0.676 -6.462  -0.53
O: 0.733 0.727 -4.609  -0.69
O: -0.533 -1.227 -5.918  -0.53



Computed, not measured: a 4-piece molecular cluster, C29H29FN4O4 overall in a non-equilibrium geometry, with ωB97M-V/def2-TZVPD.

Its LUMO energy is -0.4 eV. As for the total charge: 0. Its SMILES is O=C1OC(=O)C(CCCNCc2ccccc2O)=C1F.c1ccncc1.c1ccncc1.c1ccncc1.

Last column: Löwdin charge in e.
Cartesian coordinates (Å):
O: -5.953 -1.613 4.455  0.20
C: -5.255 -1.552 3.506  -0.37
O: -4.583 -0.393 3.163  0.14
C: -4.323 -0.477 1.797  -0.38
O: -4.197 0.471 1.111  0.19
C: -4.341 -1.918 1.439  -0.02
C: -3.835 -2.622 0.215  -0.10
C: -3.106 -1.732 -0.811  -0.16
C: -1.589 -1.944 -0.766  -0.22
N: -0.862 -0.761 -1.201  -0.08
C: 0.422 -0.614 -0.552  -0.15
C: 0.145 -0.100 0.917  -0.12
C: -0.888 0.818 1.107  -0.04
C: -1.202 1.299 2.382  -0.10
C: -0.497 0.883 3.489  -0.09
C: 0.526 -0.034 3.327  -0.03
C: 0.849 -0.527 2.062  -0.29
O: 1.897 -1.428 2.089  0.02
C: -4.919 -2.551 2.457  -0.14
F: -5.174 -3.832 2.569  0.16
H: -3.112 -3.359 0.572  0.12
H: -4.624 -3.212 -0.246  0.13
H: -3.305 -0.675 -0.670  0.08
H: -3.478 -1.994 -1.801  0.11
H: -1.255 -2.254 0.222  0.12
H: -1.355 -2.775 -1.447  0.12
H: -0.807 -0.693 -2.206  0.11
H: 0.904 -1.589 -0.451  0.08
H: 1.071 0.093 -1.059  0.12
H: -1.506 1.208 0.310  0.08
H: -2.008 2.013 2.482  0.10
H: -0.760 1.269 4.464  0.10
H: 1.083 -0.376 4.187  0.11
H: 1.734 -2.137 1.455  0.07
N: 2.904 -2.876 -0.358  0.04
C: 3.681 -1.808 -0.597  -0.13
C: 4.977 -1.898 -1.078  -0.05
C: 5.512 -3.149 -1.327  -0.08
C: 4.730 -4.264 -1.089  -0.08
C: 3.446 -4.071 -0.611  -0.15
H: 3.221 -0.858 -0.384  0.06
H: 5.554 -1.002 -1.253  0.08
H: 6.523 -3.254 -1.702  0.11
H: 5.104 -5.262 -1.269  0.10
H: 2.802 -4.922 -0.414  0.10
N: -1.890 2.392 -1.867  0.07
C: -1.762 3.715 -1.968  -0.15
C: -2.496 4.501 -2.843  -0.07
C: -3.419 3.880 -3.668  -0.08
C: -3.566 2.506 -3.583  -0.07
C: -2.780 1.816 -2.672  -0.15
H: -1.028 4.163 -1.306  0.10
H: -2.347 5.572 -2.875  0.10
H: -4.012 4.457 -4.366  0.10
H: -4.272 1.978 -4.208  0.10
H: -2.864 0.738 -2.573  0.09
N: 4.021 1.209 0.197  0.07
C: 4.889 1.869 -0.573  -0.15
C: 5.090 3.238 -0.510  -0.07
C: 4.345 3.970 0.400  -0.08
C: 3.437 3.305 1.206  -0.06
C: 3.315 1.931 1.068  -0.12
H: 5.450 1.264 -1.277  0.09
H: 5.811 3.716 -1.159  0.10
H: 4.471 5.043 0.479  0.10
H: 2.835 3.837 1.930  0.10
H: 2.617 1.372 1.682  0.10



Computed, not measured: C29H29IN7O4Zn as an isolated structure in a non-equilibrium geometry, with ωB97M-V/def2-TZVPD.

Its LUMO energy (spin up / spin down) is 1.8 / 1.8 eV. As for the total charge: -1.

Last column: Löwdin charge in e.
Cartesian coordinates (Å):
Zn: 0.194 0.354 1.705  0.45
C: 1.909 1.655 5.178  -0.03
C: 1.662 0.901 3.914  -0.24
N: 1.251 1.444 2.826  -0.04
N: 0.795 2.776 2.907  0.07
C: -0.481 2.758 2.484  -0.45
O: -1.154 1.762 2.086  -0.08
C: -1.276 4.033 2.545  -0.14
C: -0.661 5.217 2.956  -0.05
C: -1.379 6.400 3.046  -0.11
C: -2.730 6.416 2.725  -0.12
C: -3.349 5.244 2.313  -0.10
C: -2.623 4.064 2.225  -0.03
C: 1.719 -0.603 3.891  -0.17
C: 2.362 -1.384 4.857  -0.04
C: 2.297 -2.755 4.747  -0.09
C: 1.581 -3.322 3.691  -0.07
C: 0.965 -2.486 2.786  -0.14
N: 1.021 -1.157 2.851  0.04
H: 2.253 2.662 4.955  0.07
H: 0.981 1.720 5.752  0.10
H: 2.672 1.172 5.789  0.06
H: 0.391 5.201 3.208  0.10
H: -0.881 7.307 3.369  0.09
H: -3.297 7.337 2.796  0.09
H: -4.402 5.241 2.060  0.09
H: -3.106 3.148 1.909  0.12
H: 2.905 -0.928 5.673  0.09
H: 2.789 -3.387 5.475  0.09
H: 1.500 -4.395 3.584  0.09
H: 0.381 -2.873 1.962  0.09
N: 1.258 -1.695 -0.280  0.19
C: 2.195 -0.749 -0.072  -0.65
O: 1.964 0.209 0.648  -0.01
C: 3.499 -0.903 -0.823  -0.56
I: 4.620 -2.518 -0.021  0.78
H: 0.403 -1.623 0.303  0.07
H: 1.524 -2.609 -0.604  0.08
H: 4.062 0.019 -0.734  0.05
H: 3.291 -1.073 -1.878  0.05
C: 2.243 -3.671 -4.996  -0.06
C: 0.844 -3.129 -4.840  -0.29
C: 0.184 -3.176 -3.620  -0.04
C: -1.097 -2.662 -3.473  -0.01
C: -1.739 -2.069 -4.551  -0.25
N: -3.030 -1.516 -4.475  0.13
C: -3.835 -1.294 -3.373  -0.53
O: -5.047 -1.411 -3.469  0.05
N: -3.252 -0.946 -2.185  0.14
C: -2.106 -0.162 -1.939  -0.21
C: -1.444 0.577 -2.907  -0.02
C: -0.327 1.311 -2.535  -0.06
C: 0.074 1.281 -1.211  -0.12
N: -0.572 0.587 -0.263  0.02
C: -1.634 -0.095 -0.629  -0.08
C: -1.096 -2.049 -5.787  -0.03
C: 0.181 -2.565 -5.925  -0.05
H: 2.603 -4.111 -4.066  0.07
H: 2.933 -2.873 -5.276  0.08
H: 2.272 -4.445 -5.764  0.08
H: 0.668 -3.622 -2.759  0.10
H: -1.583 -2.752 -2.512  0.12
H: -3.555 -1.500 -5.334  0.14
H: -3.871 -1.081 -1.400  0.16
H: -1.785 0.613 -3.934  0.11
H: 0.219 1.897 -3.264  0.10
H: 0.942 1.836 -0.878  0.11
H: -2.105 -0.636 0.210  0.07
H: -1.582 -1.607 -6.649  0.11
H: 0.667 -2.521 -6.892  0.11
O: -1.278 -0.792 1.892  -0.67



> Among the records above, which one has the highest total charge?

C29H29FN4O4



> Look up the total charge of the third one.

-1



> Which formula does entry 3 have?

C29H29IN7O4Zn